(1)
105
Properties=species:S:1:pos:R:3 method="wB97M-V/def2-TZVPD" multiplicity=5 s2=6.056 e_lumo_ha="-0.164 / -0.276" charge=+2
H 2.64 -0.22 0.64
H 3.70 6.67 0.01
H 4.77 2.94 1.14
H -1.54 -6.13 -3.51
C 3.67 0.33 -1.66
H -2.20 4.49 -1.49
H 6.37 2.63 2.97
C 4.07 -2.05 -1.68
H -0.22 -0.40 5.38
P -2.31 -1.39 1.08
C -0.87 -4.19 -2.88
C -0.78 -0.32 -3.17
H 0.35 -5.46 0.55
C -2.33 3.77 -0.68
C -0.86 -3.70 0.74
C 0.19 2.47 1.44
H -0.20 3.50 -0.72
C 2.76 4.65 -2.54
H 2.93 4.74 1.31
H 3.59 6.63 -2.46
C 3.31 5.80 -0.50
H 4.02 1.36 -1.70
C 3.11 2.05 2.18
H 1.63 0.84 -2.05
C -3.02 -5.34 0.18
H -0.30 0.63 -2.91
N -0.98 2.06 0.61
Pd -0.72 -0.12 -0.13
H 1.39 -2.28 -4.57
C -0.12 -5.29 -4.89
C -2.34 -1.27 2.87
H -3.64 3.47 2.21
C 2.19 0.11 -1.46
C 2.72 1.44 3.38
H -4.71 -1.60 0.50
H -4.23 0.07 0.81
H -4.24 -3.61 0.41
C -3.35 -1.65 5.01
C -3.23 -3.99 0.43
H 1.71 1.09 3.51
H -0.15 -6.14 -5.55
C 2.34 3.55 -1.80
C 4.44 2.47 2.05
H -1.99 3.81 2.66
H 0.94 -0.13 0.40
C 4.53 -0.70 -1.69
C -3.61 -0.69 -1.11
H -3.36 5.15 0.62
C 3.63 1.26 4.41
H -3.40 -1.40 -4.32
H 1.95 2.70 -2.35
C -2.15 -3.16 0.70
C 0.69 -4.20 -5.19
C 2.40 3.55 -0.41
H -0.33 -0.48 2.90
H 0.10 1.95 2.40
H 5.65 1.55 5.08
H -3.01 1.70 0.72
C 3.25 5.78 -1.89
H 1.30 -4.21 -6.08
H 2.37 -3.33 -2.00
H 4.77 -2.87 -1.66
C -1.74 -5.87 0.22
C -0.65 -5.04 0.51
N -2.45 -0.08 -1.42
H -3.87 -5.98 -0.03
H -2.14 1.43 2.24
C -3.43 -1.70 3.63
C -4.20 -1.27 -2.28
C 2.88 4.70 0.23
H 0.13 3.54 1.66
H -4.20 -1.98 5.61
C -0.90 -5.28 -3.74
C -3.93 -0.87 0.34
C -1.18 -0.80 3.50
C 4.94 1.69 4.27
C 1.90 0.36 0.07
C -2.20 -1.18 5.64
P 0.01 -1.68 -2.06
H 3.31 0.78 5.33
C 2.69 -2.30 -1.84
H -2.16 -1.15 6.72
H -1.10 2.22 -1.51
C 0.74 -3.11 -4.34
C -2.49 4.50 0.66
C -3.30 -1.09 -3.29
C -2.18 -0.38 -2.72
C 5.34 2.29 3.09
H 2.71 4.63 -3.62
C -1.12 -0.76 4.89
H 5.60 -0.52 -1.75
H -4.32 -2.07 3.15
C -2.62 3.50 1.82
C -2.24 2.09 1.38
H -0.01 -3.06 0.97
C -1.09 2.88 -0.64
H -0.64 -0.55 -4.22
C 1.78 -1.29 -1.87
H -1.62 5.15 0.81
C -0.04 -3.11 -3.18
H -1.47 -4.18 -1.99
H -3.22 3.19 -0.91
H -1.58 -6.92 0.04
Si 1.93 2.16 0.74
H -5.16 -1.77 -2.33

=====

(2)
113
Properties=species:S:1:pos:R:3 method="wB97M-V/def2-TZVPD" e_lumo_ha=-0.006 charge=0
C -4.48 -0.86 1.83
C 1.82 -1.63 -4.52
C -0.85 4.69 1.39
O -3.65 -2.27 -1.52
P 0.94 -2.01 -0.57
H -1.14 7.99 3.40
H 2.27 -5.47 2.77
C 1.62 1.68 -2.32
H -4.86 -1.78 1.38
C 5.32 1.15 0.71
C 4.35 1.56 -1.88
I 1.67 -1.45 4.12
H -2.76 0.30 4.67
Lu 0.21 0.52 0.62
N -1.31 3.24 -0.45
C 3.12 -2.10 -4.65
C 1.91 -2.03 -2.14
C 2.00 1.32 -1.03
C 2.52 2.03 -3.35
C 2.57 -4.59 2.21
H -3.39 -4.45 -1.37
H -5.16 -0.56 2.63
H -1.31 -3.80 2.82
C 2.06 -2.87 0.60
N -2.30 -0.97 -0.28
C -1.68 0.30 4.42
H -3.73 2.35 0.80
H -2.64 1.26 1.69
C -4.33 0.26 0.81
C -1.67 2.02 -2.24
C -3.58 -0.21 -0.44
C 1.74 0.05 2.53
H -2.17 -2.77 1.66
H -0.18 1.69 3.81
C 3.81 -4.02 2.43
H 1.50 -4.58 -1.48
C -1.82 6.88 1.70
H -2.26 4.75 -0.57
H -0.45 -2.48 2.03
C -1.06 7.06 2.84
C 3.86 1.92 -3.16
C -1.60 -3.30 -1.08
H 3.74 -2.90 -1.43
H 3.57 -1.36 0.36
C -2.46 -2.09 -0.89
C 1.69 -4.01 1.30
H -1.15 -0.15 5.26
H 0.58 1.71 -2.59
C -1.94 1.50 -4.80
C 0.42 -4.55 -1.46
H -1.83 2.27 3.52
C 5.74 1.44 -1.64
C -0.19 6.06 3.27
H 1.90 0.96 3.12
C 3.81 -2.54 -3.53
H 4.57 2.12 -3.96
N -1.28 1.98 -1.02
H 0.72 -4.47 1.15
H 0.21 -1.22 -3.17
C -0.29 -5.67 -1.84
C -1.19 1.71 4.21
H 2.72 -0.20 2.13
H 6.42 1.54 -2.48
O -2.48 5.62 -0.15
H 4.82 -2.91 -3.63
O -1.47 -0.51 3.27
H -3.34 0.68 -1.02
H -3.78 2.54 -4.36
H 7.28 1.12 -0.20
S -2.05 3.54 -3.04
C 6.22 1.22 -0.38
H -4.80 -0.71 -2.21
H -2.85 -1.96 3.83
C -0.73 3.37 0.72
C -0.20 -3.37 -1.06
C -0.10 4.89 2.55
H -2.42 0.85 -5.53
H -4.19 1.74 2.39
C 3.20 -2.52 -2.28
H -1.17 2.23 5.17
H 5.70 1.05 1.71
C 3.97 1.23 0.48
H -1.22 -2.15 4.49
H 4.50 -4.47 3.14
C -1.78 -1.87 3.59
C -3.69 1.48 1.46
H 2.12 2.35 -4.31
H 3.60 -2.12 -5.62
O -0.10 2.43 1.33
S -1.87 0.58 -3.24
H -0.92 1.72 -5.12
H 3.28 1.23 1.31
C 3.42 1.36 -0.82
C 4.17 -2.86 1.76
C -1.68 -5.63 -1.78
C -4.47 -1.14 -1.26
H 1.28 -1.28 -5.39
C -1.72 5.71 0.95
C -2.73 2.76 -4.54
H 0.22 -6.56 -2.16
H -2.64 3.47 -5.35
H 5.13 -2.40 1.94
H 0.41 6.21 4.16
H -3.50 -1.06 2.26
H 0.55 4.09 2.88
C -2.31 -4.47 -1.41
C 1.23 -1.59 -3.27
C -1.41 -2.78 2.45
H -5.33 0.54 0.45
H -2.51 7.65 1.36
H -5.34 -1.48 -0.70
H -2.26 -6.50 -2.05
C 3.30 -2.28 0.86

=====

The evaluated electronic energy for the records listed, in turn: -3106.2169; -5034.6232 a.u..